No. 1
A structure of composition C37H39GeN3O3STc in a non-equilibrium geometry. Source: the Open Molecules 2025 dataset; level of theory: the ωB97M-V functional and the def2-TZVPD basis.

Properties
- 2S+1: 1
- Net charge: +3
- Energy above the lowest of the compared OMol25 structures with the same formula, charge and spin: 89.5 kJ/mol
- Max |F|: 0.0400 hartree/bohr
- Gap between HOMO and LUMO (alpha / beta): 0.2009 / 0.2001 Eh

```
85
Properties=species:S:1:pos:R:3:forces:R:3
Tc 1.3992 0.6288 -0.8291 -0.7 -1.2 1.5
C 0.7637 -2.2150 -5.3030 -0.5 -0.1 -0.5
N 1.6060 -1.7292 -4.2293 -0.1 0.5 1.0
C 3.0301 -1.9153 -4.4300 0.8 0.0 0.0
C 1.1544 -1.0867 -3.1788 -0.9 -0.5 -1.0
O 1.9280 -0.6361 -2.2832 0.5 0.4 0.5
C -0.3456 -0.8215 -3.0463 0.0 -0.4 -0.2
O -0.5456 0.0528 -1.9446 1.0 0.4 0.3
C -1.4588 1.1275 -2.1069 -0.5 0.3 0.1
C -0.9651 2.2902 -1.2576 -1.3 0.2 -0.4
O 0.1989 2.2239 -0.7616 1.0 -0.2 0.1
N -1.7486 3.3244 -1.0625 0.9 -0.8 0.0
C -1.3835 4.3808 -0.1405 0.4 0.5 0.5
C -3.0385 3.4480 -1.7066 -0.7 -0.2 -0.5
H 0.6878 -1.4619 -6.0907 0.0 0.0 0.0
H -0.2345 -2.4784 -4.9642 0.0 0.0 0.1
H 1.2249 -3.1037 -5.7306 0.0 0.0 0.1
H 3.3027 -1.5429 -5.4176 0.0 0.0 0.0
H 3.2863 -2.9730 -4.3722 -0.1 0.0 0.0
H 3.5903 -1.3752 -3.6710 0.0 -0.1 -0.1
H -0.8886 -1.7580 -2.8376 0.1 0.2 -0.2
H -0.7204 -0.3809 -3.9788 0.0 -0.1 0.2
H -2.4449 0.8037 -1.7423 0.2 0.1 -0.1
H -1.5546 1.4417 -3.1547 0.1 -0.1 0.1
H -0.3491 4.2731 0.1724 0.0 0.0 0.0
H -2.0247 4.3261 0.7400 0.0 0.0 0.0
H -1.5161 5.3533 -0.6102 0.0 0.0 -0.1
H -3.7065 2.6368 -1.4205 0.0 0.0 0.1
H -2.9399 3.4573 -2.7929 0.0 0.0 0.0
H -3.4969 4.3839 -1.4011 0.1 0.0 0.0
C 3.6510 2.1469 -2.1818 0.0 -0.2 -0.1
C 3.7435 2.2909 -0.6995 0.5 0.5 0.0
C 4.5852 3.2673 -0.1602 -0.1 -0.1 0.0
C 4.6129 3.4655 1.1968 -0.2 -0.2 -0.1
C 3.9493 2.5586 2.0404 -0.2 -0.2 -0.4
C 4.0725 2.6546 3.4413 -0.2 -0.2 0.1
C 3.5604 1.6704 4.2457 0.2 0.3 0.0
C 2.9638 0.5542 3.6606 0.0 -0.1 -0.3
C 2.7768 0.4661 2.2909 0.1 -0.3 -0.2
S 1.9612 -1.0482 1.8312 -0.2 0.6 -0.2
C 3.2164 1.4927 1.4314 0.2 0.1 1.0
N 3.0112 1.4770 0.0755 -0.1 -0.3 -0.3
H 4.4439 2.7281 -2.6467 -0.1 0.0 -0.1
H 2.7001 2.5207 -2.5672 -0.1 0.1 -0.1
H 3.7669 1.1046 -2.4848 0.0 0.0 0.0
H 5.1857 3.8729 -0.8201 -0.1 0.1 -0.1
H 5.1690 4.2799 1.6327 0.2 0.1 0.0
H 4.5969 3.5047 3.8545 0.0 0.0 0.1
H 3.6489 1.7338 5.3181 0.0 0.0 0.1
H 2.6288 -0.2568 4.2916 0.0 -0.1 0.1
C 0.8638 -0.6606 0.6249 0.5 0.9 -0.8
Ge -0.9096 -1.3738 1.2649 -1.3 -0.9 0.3
C -1.1405 0.0352 2.6667 0.1 -0.6 -0.7
C -1.7220 -0.2674 3.8902 -0.1 -0.2 -0.1
C -1.9926 0.7364 4.8061 0.0 0.0 0.1
C -1.6666 2.0509 4.5184 0.0 0.0 0.0
C -1.0317 2.3516 3.3241 0.0 0.2 0.0
C -0.7665 1.3507 2.4070 0.0 -0.1 -0.3
C -2.3909 -1.4478 -0.0693 0.8 0.3 0.6
C -3.4531 -0.5512 -0.0605 0.1 0.0 0.0
C -4.5541 -0.7741 -0.8790 -0.1 0.1 0.1
C -4.6129 -1.9022 -1.6827 0.0 0.1 0.0
C -3.5485 -2.7891 -1.7065 0.1 -0.1 0.0
C -2.4444 -2.5610 -0.9020 0.1 0.0 0.0
C -0.8411 -3.2877 1.8511 0.3 1.3 -0.4
C -1.8421 -3.7521 2.6915 -0.2 0.0 0.2
C -1.9436 -5.1062 2.9735 -0.1 0.2 -0.1
C -1.0695 -5.9947 2.3715 0.0 -0.2 0.1
C -0.0786 -5.5361 1.5214 0.2 0.0 -0.1
C 0.0395 -4.1795 1.2550 0.1 -0.1 0.2
H -1.9770 -1.2898 4.1304 -0.1 0.0 0.1
H -2.4667 0.4832 5.7409 -0.1 0.0 0.1
H -1.9129 2.8342 5.2179 0.0 0.1 0.1
H -0.7490 3.3708 3.1074 0.0 0.1 0.0
H -0.2678 1.5916 1.4730 -0.1 0.1 0.1
H -3.4357 0.2968 0.6149 -0.1 0.1 0.0
H -5.3855 -0.0851 -0.8641 -0.1 0.0 0.1
H -5.4981 -2.1049 -2.2639 -0.1 0.0 -0.1
H -3.5927 -3.6736 -2.3223 0.0 -0.1 -0.1
H -1.6381 -3.2837 -0.8732 0.0 -0.2 0.0
H -2.5674 -3.0701 3.1168 0.0 0.0 0.0
H -2.7190 -5.4563 3.6385 0.0 -0.1 0.0
H -1.1693 -7.0535 2.5594 0.0 -0.1 0.0
H 0.6071 -6.2344 1.0644 0.0 -0.1 0.0
H 0.8225 -3.8250 0.5950 0.1 0.0 -0.1
```
Positions in Å, forces in eV/Å.

---

No. 2
A structure of composition C37H40BN8PTi in a non-equilibrium geometry. Source: the Open Molecules 2025 dataset; level of theory: the ωB97M-V functional and the def2-TZVPD basis.

Properties
- 2S+1: 2
- Net charge: +1
- Energy above the lowest of the compared OMol25 structures with the same formula, charge and spin: 365.7 kJ/mol
- Max |F|: 0.0389 hartree/bohr
- Gap between HOMO and LUMO (alpha / beta): 0.2350 / 0.2375 Eh

```
88
Properties=species:S:1:pos:R:3:forces:R:3
Ti -0.6261 0.5587 0.9742 -0.8 -0.2 -0.1
C 2.4523 2.5695 1.5720 0.0 -0.1 0.0
C 2.4467 1.1611 1.0758 0.0 -0.1 0.1
C 3.0530 -0.5368 -0.6096 1.0 -0.2 0.2
C 2.0903 -1.3935 0.1166 -0.7 1.3 -1.4
N 1.2785 -0.8724 1.0940 -0.3 -0.1 0.1
N 1.4425 0.4431 1.4490 0.3 0.4 -0.1
B 0.4576 -1.8467 2.0533 0.3 -0.2 0.1
N -0.8295 -2.2892 1.3084 0.0 -0.3 -0.1
C -1.5135 -3.4429 1.2746 -0.1 0.1 0.1
C -2.8146 -3.1675 0.8994 -0.1 0.0 0.0
C -2.8765 -1.7833 0.7245 0.1 0.0 0.1
C -4.0396 -0.9001 0.4218 0.1 0.0 0.1
N -1.6650 -1.2707 0.9570 0.2 0.2 -0.2
N 0.0079 -1.0252 3.2813 0.2 0.0 0.2
C 0.0228 -1.3309 4.5910 -0.1 0.1 -0.1
C -0.6440 -0.3343 5.2703 0.0 0.0 0.1
C -1.0698 0.5710 4.2889 0.0 -0.1 0.0
C -1.8521 1.8341 4.4361 0.0 -0.1 0.0
N -0.6708 0.1361 3.0956 -0.1 0.1 -0.1
N 1.3408 -3.0050 2.4570 -0.2 0.2 0.0
C 2.4851 -2.9058 3.1836 0.0 0.0 -0.1
C 3.1625 -4.0861 3.0564 0.0 -0.1 0.0
C 2.3522 -4.8801 2.2081 0.1 0.0 0.0
C 2.5932 -6.2850 1.7544 -0.1 0.1 0.0
N 1.2687 -4.2167 1.8437 0.1 0.0 0.0
H 2.6529 3.2856 0.7785 -0.1 0.0 0.0
H 3.2576 2.6786 2.3041 0.0 0.0 0.0
H 1.5094 2.7953 2.0653 0.0 0.0 0.0
H 3.8699 -1.1255 -1.0271 0.1 0.0 0.1
H 1.9496 -2.4366 -0.1288 -0.1 0.0 0.0
H -1.0196 -4.3673 1.5177 0.0 0.0 0.0
H -3.6177 -3.8744 0.7775 0.0 0.0 0.0
H -4.6533 -1.3099 -0.3780 0.0 0.0 0.0
H -3.7017 0.0972 0.1395 0.0 0.0 0.0
H -4.6671 -0.8054 1.3092 0.0 0.0 0.0
H 0.4866 -2.2351 4.9475 0.0 0.0 0.0
H -0.8108 -0.2680 6.3319 0.0 0.0 0.0
H -1.9564 2.0971 5.4858 0.0 0.0 0.0
H -2.8505 1.7199 4.0120 0.0 0.0 0.0
H -1.3574 2.6571 3.9199 0.0 0.0 0.0
H 2.7332 -2.0030 3.7203 0.0 0.0 0.0
H 4.1017 -4.3568 3.5093 0.0 0.0 0.0
H 3.6509 -6.5324 1.8232 0.0 0.0 0.0
H 2.2627 -6.4181 0.7257 0.0 0.0 0.0
H 2.0416 -6.9909 2.3768 0.0 0.0 0.0
C -2.7832 -0.9331 -2.5426 0.1 0.0 -0.1
C -1.7199 -0.6989 -3.5773 0.0 0.1 0.1
C -1.8350 -1.2714 -4.8388 0.0 0.0 0.0
C -0.8832 -1.0518 -5.8214 0.0 0.0 0.0
C 0.2069 -0.2383 -5.5588 0.0 0.1 0.1
C 0.3416 0.3377 -4.3044 -0.1 0.0 0.0
C -0.6040 0.1027 -3.3037 0.0 0.0 0.0
P -0.4109 0.9413 -1.6868 0.1 0.0 0.1
C 1.4042 1.2003 -1.6619 0.0 0.6 0.2
C 2.0781 -0.0948 -1.6374 -0.4 -1.4 1.1
C 3.5828 0.6091 0.2492 0.0 -0.1 -0.1
C 4.2244 1.6494 -0.6390 0.0 -0.1 0.1
C 3.5294 2.4208 -1.4702 0.0 0.1 -0.1
C 2.0691 2.3866 -1.6331 -0.4 -0.1 -0.2
C 1.3932 3.7311 -1.7923 0.1 -0.1 0.1
C -1.4573 2.4236 -1.8315 0.0 -0.1 0.0
C -1.8613 2.9208 -3.0727 0.0 0.0 0.0
C -2.7730 3.9565 -3.1517 0.0 0.0 0.1
C -3.3015 4.4880 -1.9799 0.0 0.0 0.0
C -2.9055 3.9948 -0.7491 0.0 0.0 0.0
C -1.9716 2.9609 -0.6411 0.0 0.0 0.0
C -1.5347 2.4759 0.7202 0.4 0.0 -0.1
H -3.6859 -1.3367 -2.9993 0.0 0.0 0.0
H -3.0451 0.0002 -2.0404 0.0 0.0 0.0
H -2.4345 -1.6442 -1.7915 0.0 0.0 0.0
H -2.6945 -1.8945 -5.0561 0.0 0.0 0.0
H -0.9967 -1.5091 -6.7959 0.0 0.0 0.0
H 0.9483 -0.0467 -6.3229 0.0 0.0 0.0
H 1.1909 0.9763 -4.0973 0.0 0.0 0.0
H 1.7272 -0.8596 -2.3186 0.2 0.1 -0.2
H 4.3263 0.2006 0.9408 0.0 0.0 0.0
H 5.3009 1.7525 -0.5810 0.0 0.0 0.0
H 4.0555 3.1783 -2.0443 0.0 0.0 0.0
H 2.1373 4.5178 -1.9121 0.0 0.0 0.0
H 0.7855 3.9834 -0.9193 0.0 0.0 0.0
H 0.7325 3.7529 -2.6559 0.0 0.0 0.0
H -1.4679 2.4801 -3.9811 0.0 0.0 0.0
H -3.0823 4.3383 -4.1154 0.0 0.0 0.0
H -4.0276 5.2893 -2.0282 0.0 0.0 0.0
H -3.3231 4.4190 0.1565 0.0 0.0 0.0
H -2.3074 2.6975 1.4610 0.0 0.0 0.1
H -0.6620 3.0846 1.0376 0.0 0.0 0.0
```
Positions in Å, forces in eV/Å.

---

Question: Which formula does entry 1 have?
Answer: C37H39GeN3O3STc

---

Question: Which of these has the lowest energy above the lowest of the compared OMol25 structures with the same formula, charge and spin?
Answer: C37H39GeN3O3STc